{"formula": "C15H8BClF4IN3OPt", "method": "ωB97M-V/def2-TZVPD", "symbols": ["Pt", "Cl", "C", "C", "C", "I", "C", "O", "C", "N", "C", "C", "C", "C", "H", "H", "H", "H", "F", "B", "F", "F", "F", "N", "C", "C", "C", "C", "N", "C", "C", "H", "H", "H", "H"], "positions_angstrom": [[-0.024390, -0.133154, 0.075620], [3.722285, 0.091421, 5.727438], [3.195392, -0.009429, 4.079440], [4.116430, 0.010075, 3.067197], [3.727388, -0.058763, 1.715950], [5.155106, -0.011723, 0.217510], [2.393016, -0.151274, 1.376543], [1.936901, -0.219226, 0.143504], [1.451696, -0.180527, 2.440633], [0.137236, -0.266158, 2.060359], [-0.819123, -0.258644, 2.962821], [-0.529691, -0.174258, 4.332076], [0.771394, -0.095194, 4.745074], [1.813183, -0.102173, 3.795067], [5.166819, 0.087956, 3.308305], [-1.835828, -0.324852, 2.605660], [-1.345547, -0.163088, 5.038281], [1.015153, -0.018935, 5.795446], [-1.502936, 3.835934, 0.012287], [-0.090878, 3.766558, -0.032631], [0.220988, 2.353163, -0.234128], [0.404903, 4.483564, -1.090020], [0.442915, 4.131887, 1.187223], [-7.404491, 0.197619, -0.030805], [-6.258701, 0.148793, -0.044195], [-4.822534, 0.086931, -0.053181], [-4.065593, 1.248822, -0.061002], [-2.684420, 1.148416, -0.052064], [-2.071655, -0.044761, -0.031802], [-2.803663, -1.172580, -0.040972], [-4.180525, -1.150324, -0.052449], [-4.525186, 2.225582, -0.072516], [-2.053806, 2.034326, -0.062629], [-2.251436, -2.101975, -0.034606], [-4.741063, -2.072982, -0.058231]], "atomic_forces_ev_per_a": [[-0.16, 0.12, 0.21], [0.01, 0.00, 0.02], [0.05, 0.00, -0.02], [-0.10, -0.01, 0.02], [-0.06, -0.02, 0.05], [-0.02, 0.00, 0.00], [-0.04, -0.02, 0.08], [0.06, 0.00, -0.03], [0.14, 0.02, -0.12], [0.00, -0.04, -0.06], [0.00, -0.05, 0.03], [0.01, 0.00, -0.08], [0.03, -0.01, 0.01], [0.07, 0.02, 0.02], [0.02, 0.00, 0.02], [-0.03, 0.03, -0.01], [-0.02, 0.00, 0.01], [0.00, 0.00, 0.01], [-0.26, 0.07, -0.01], [0.08, -0.19, 0.12], [0.00, -0.07, -0.25], [0.06, 0.11, -0.12], [0.06, 0.08, 0.12], [-0.09, -0.02, 0.00], [0.02, 0.03, 0.00], [0.04, 0.00, -0.01], [0.02, -0.05, -0.01], [0.07, 0.01, -0.05], [0.07, -0.05, 0.01], [-0.06, 0.03, -0.01], [0.09, 0.02, -0.01], [-0.01, 0.02, 0.00], [-0.04, -0.02, 0.05], [0.00, 0.01, 0.02], [-0.01, 0.00, 0.00]], "lowdin_charge": [1.237, 0.709, -0.603, -0.151, -0.647, 0.967, -0.423, -0.262, -0.134, -0.044, -0.081, -0.020, 0.011, -0.160, 0.098, 0.112, 0.115, 0.103, 0.071, -1.235, -0.022, 0.151, 0.131, 0.190, -0.156, -0.197, 0.044, -0.049, -0.138, -0.109, 0.010, 0.139, 0.098, 0.116, 0.129], "homo_ev": -8.5, "orbital_gap_ha": 0.237, "spin_multiplicity": 1, "relative_energy_ev": 2.031, "e_tot_ev": -57623.7505}